Record 1
ORCA calculation (the ωB97M-V functional and the def2-TZVPD basis) on C22H43N2P3STl as an isolated structure.

The geometry in ORCA input format:
```
! RIJCOSX wB97M-V def2-TZVPD def2/J DEFGRID3
* xyz 3 1
Tl 2.374 0.431 -0.891
S 1.760 3.690 -1.061
P -2.225 -1.917 1.211
P 0.500 -2.233 -1.637
P -1.644 2.069 1.621
N 1.274 -0.829 2.051
N 3.270 -1.998 5.502
C -0.046 3.109 -2.795
C 1.427 1.184 -4.200
C -1.864 -3.717 1.377
C 2.045 1.868 -3.153
C 0.078 1.440 -4.510
C -0.970 3.712 1.470
C -3.376 1.948 1.193
C 0.961 -3.945 -1.100
C 1.254 2.773 -2.361
C 2.558 -1.626 4.407
C 1.357 -2.133 2.374
C -2.809 -1.636 2.933
C -3.851 -2.027 0.369
C 2.852 4.680 -3.714
C 2.384 -0.250 4.107
C 2.012 -2.592 3.518
C 1.937 -1.935 -2.763
C 1.725 0.089 2.925
C -0.605 2.490 -3.886
C 1.872 4.786 -4.602
C -1.420 1.548 3.368
C -0.748 -2.590 -2.925
H -4.494 -2.728 0.908
H -3.857 1.030 1.561
H -0.877 3.942 0.406
H 3.573 3.876 -3.790
H -0.356 1.486 3.694
H -1.618 -4.130 0.391
H 2.820 -1.607 -2.190
H 2.059 -4.026 -1.022
H -4.320 -1.039 0.352
H -1.903 0.580 3.631
H 0.512 -4.146 -0.113
H 1.869 4.162 -5.514
H 3.713 -1.318 6.113
H 1.014 5.430 -4.379
H -1.107 -1.650 -3.361
H -1.921 -1.584 3.575
H 1.713 -1.175 -3.520
H 1.981 0.422 -4.761
H 3.031 5.436 -2.965
H -1.012 -3.852 2.058
H -0.955 1.361 0.608
H -0.490 3.988 -2.307
H 3.090 1.674 -2.863
H 2.751 0.533 4.775
H -0.425 0.959 -5.373
H 0.042 3.713 1.891
H -3.708 -2.377 -0.658
H 3.452 -2.972 5.713
H 2.230 -2.870 -3.253
H 0.927 -2.857 1.673
H -1.913 2.371 3.949
H -3.820 2.851 1.643
H -3.511 1.967 0.105
H -3.378 -0.700 2.985
H 1.571 1.145 2.662
H 0.604 -4.687 -1.835
H -1.607 -3.109 -2.492
H -1.703 4.336 1.999
H -3.447 -2.468 3.250
H -2.752 -4.217 1.786
H -1.616 2.739 -4.178
H -0.329 -3.215 -3.720
H 2.085 -3.661 3.739
*
```

The LUMO energy (alpha / beta) comes out at -0.372 / -0.452 Ha. The HOMO-LUMO gap (alpha / beta) comes out at 5.66 / 3.39 eV. The calculation puts the highest occupied orbital energy (alpha / beta) at -15.782 / -15.694 eV. The value obtained for the energy above the lowest of the compared OMol25 structures with the same formula, charge and spin is 70.3 kcal per mole.

=====

Record 2
ORCA calculation (the ωB97M-V functional and the def2-TZVPD basis) on C22H43NO8Rb as an isolated structure.

The geometry in ORCA input format:
```
! RIJCOSX wB97M-V def2-TZVPD def2/J DEFGRID3
* xyz 0 2
Rb 0.206 -0.068 -3.767
O 2.433 -0.481 -1.830
O 2.468 -1.488 0.250
O -2.787 0.115 -3.231
O 6.791 -0.396 2.903
O 4.543 -3.385 -3.222
O 1.074 4.408 -0.868
O 1.039 -2.714 2.780
O 0.740 -1.615 -1.147
N -3.732 0.139 -2.060
C -5.683 1.398 -3.107
C 3.749 -4.649 -1.252
C 5.739 1.266 1.561
C -6.034 -0.027 -1.111
C -3.178 1.094 -1.044
C 0.563 -1.738 3.311
C -5.430 -1.302 -3.114
C 4.439 -0.458 2.844
C -5.692 1.020 -0.069
C -1.752 0.755 -0.459
C -3.073 2.539 -1.605
C 0.376 3.902 1.310
C -5.166 0.017 -2.420
C 2.343 2.616 0.086
C 1.898 -1.199 -0.939
C 1.235 3.673 0.059
C -0.162 -0.621 2.662
C -4.177 1.051 0.244
C 4.745 -3.795 -2.080
C 0.756 -1.572 4.834
C 6.009 -3.483 -1.264
C 5.812 0.072 2.445
H -1.248 -0.639 2.749
H 2.797 -4.638 -1.782
H -6.167 0.797 0.886
H 1.897 1.625 0.001
H 4.038 -5.692 -1.130
H 0.146 0.339 3.077
H -6.087 -1.010 -0.642
H 0.977 4.630 1.855
H -3.232 3.257 -0.801
H -3.687 2.705 -2.491
H -1.439 1.478 0.294
H 1.665 -2.060 5.185
H -2.069 2.813 -1.930
H 0.067 -0.655 1.597
H -5.054 -1.198 -4.132
H 5.691 -2.625 -0.673
H 2.982 2.815 -0.774
H -0.092 -1.992 5.375
H 3.657 -4.066 -0.335
H -3.820 0.357 1.005
H 2.972 2.695 0.972
H 4.073 0.241 3.595
H -0.550 4.337 0.934
H 5.930 2.199 2.090
H 0.115 3.072 1.966
H -0.886 0.614 -1.105
H -4.128 1.992 0.791
H 6.232 -4.421 -0.756
H -4.999 -2.175 -2.625
H -6.652 1.176 -3.553
H 4.821 1.305 0.974
H 4.333 -1.464 3.249
H 1.747 -2.059 0.523
H -6.476 -1.576 -3.250
H -1.752 -0.249 -0.033
H -7.112 0.059 -1.248
H 6.673 1.126 1.018
H 3.735 -0.398 2.014
H -6.168 1.941 -0.407
H -5.809 2.254 -2.443
H -4.999 1.700 -3.900
H 6.861 -3.169 -1.868
H 0.921 -0.512 5.030
*
```

The LUMO energy (alpha / beta) comes out at -0.009 / -0.048 Ha. The HOMO-LUMO gap (alpha / beta) comes out at 7.73 / 6.65 eV. The calculation puts the highest occupied orbital energy (alpha / beta) at -7.969 / -7.969 eV.

=====

Record 3
ORCA calculation (the ωB97M-V functional and the def2-TZVPD basis) on C22H43O10 as an isolated structure.

The geometry in ORCA input format:
```
! RIJCOSX wB97M-V def2-TZVPD def2/J DEFGRID3
* xyz -1 1
O -17.932 -6.521 3.168
O -16.910 -8.842 -2.492
O -19.370 -5.701 -0.982
O -21.923 -6.481 0.800
O -19.168 -4.359 0.869
O -18.064 -3.590 -2.225
O -17.658 -4.004 4.875
O -23.362 -5.340 -1.095
O -19.487 -1.587 2.321
O -20.971 -4.364 -0.234
C -17.771 -1.931 3.650
C -16.645 -6.512 -2.063
C -18.332 -2.176 -0.305
C -18.146 -3.407 3.946
C -18.965 -7.787 -1.915
C -17.115 -6.083 1.017
C -20.507 -1.906 1.662
C -21.587 -6.230 1.936
C -19.085 -4.069 2.953
C -22.761 -3.790 0.616
C -19.338 -7.458 1.378
C -21.776 -7.193 3.126
C -23.727 -4.481 -0.303
C -19.867 -4.875 -0.136
C -17.829 -3.402 -1.044
C -25.240 -4.225 -0.159
C -20.516 -1.798 0.087
C -17.480 -7.803 -2.193
C -21.803 -2.471 2.247
C -21.017 -4.844 2.222
C -18.115 -6.728 1.999
C -16.920 -4.397 -0.306
H -18.681 -1.336 3.568
H -22.607 -7.831 2.824
H -19.171 -5.142 3.126
H -22.852 -2.704 0.594
H -17.123 -5.800 -2.737
H -15.952 -3.923 -0.146
H -22.077 -6.714 4.058
H -21.563 -4.332 3.014
H -20.172 -7.605 2.065
H -18.573 -2.491 0.711
H -16.399 -6.809 0.630
H -22.926 -4.200 1.612
H -19.870 -3.733 1.061
H -17.308 -4.682 0.672
H -18.702 -3.800 1.969
H -21.521 -1.542 -0.249
H -20.309 -2.816 -0.244
H -19.774 -6.834 0.598
H -17.654 -5.503 0.269
H -19.077 -8.446 0.999
H -19.198 -8.831 -1.705
H -19.564 -7.539 -2.792
H -17.245 -1.954 2.696
H -25.409 -3.621 0.733
H -25.627 -3.733 -1.052
H -19.962 -4.825 2.499
H -16.837 -5.243 -0.987
H -20.070 -3.631 3.112
H -19.718 -1.204 -0.358
H -16.485 -5.359 1.534
H -21.744 -4.111 0.387
H -22.661 -1.860 1.967
H -19.195 -7.148 -1.063
H -22.056 -3.469 1.888
H -19.275 -1.847 -0.740
H -21.048 -4.318 1.268
H -17.627 -1.345 -0.301
H -21.723 -2.509 3.333
H -17.021 -1.462 4.287
H -20.856 -7.733 3.351
H -16.638 -6.153 -1.034
H -15.606 -6.561 -2.387
H -25.750 -5.180 -0.032
*
```

The LUMO energy comes out at 0.090 Ha. The HOMO-LUMO gap comes out at 7.95 eV. The calculation puts the highest occupied orbital energy at -5.494 eV. The value obtained for the energy above the lowest of the compared OMol25 structures with the same formula, charge and spin is 831.5 kcal per mole.

=====

Record 4
ORCA calculation (the ωB97M-V functional and the def2-TZVPD basis) on a 7-piece molecular cluster, C22H43O14P overall.

The geometry in ORCA input format:
```
! RIJCOSX wB97M-V def2-TZVPD def2/J DEFGRID3
* xyz 0 1
P 3.588 -2.106 -0.596
O 3.507 -1.739 -2.137
O -3.742 0.605 -1.837
O 1.557 -3.583 -0.318
O -0.461 -2.603 4.063
O 4.392 -3.291 -0.342
O 3.935 -0.803 0.226
O 2.030 -2.243 -0.143
O -1.154 2.290 2.883
O -1.413 3.051 -4.002
O 6.590 -0.875 0.618
O 3.377 1.575 -2.565
O -7.651 -0.444 0.797
O 7.196 -1.693 -1.379
O 6.857 1.151 -0.344
C -2.424 3.005 -4.670
C -8.064 -1.235 1.612
C -9.250 -0.921 2.492
C 0.641 -3.100 3.990
C -4.580 0.440 0.386
C 3.744 2.795 -4.570
C -3.554 0.806 -0.656
C -0.200 0.662 4.336
C 4.668 0.268 -0.378
C 1.141 -4.069 5.034
C -2.276 1.436 -0.159
C -0.151 1.806 3.355
C 8.000 -2.809 0.580
C 2.919 2.338 -3.398
C 1.577 -2.772 2.856
C 6.138 0.251 -0.057
C 1.221 2.318 2.981
C -2.374 2.943 -6.177
C -3.785 2.998 -4.028
C 7.262 -1.764 -0.186
C 1.516 2.852 -3.285
C -7.416 -2.585 1.802
H 4.261 1.200 0.009
H 1.827 -3.674 2.296
H -10.042 -1.654 2.326
H 0.378 -4.218 5.793
H -8.141 -3.378 1.612
H -4.145 -0.270 1.093
H -7.058 -2.688 2.828
H 2.047 -3.678 5.501
H -4.321 2.087 -4.292
H 3.835 3.882 -4.557
H 8.721 -3.267 -0.089
H -2.862 2.033 -6.528
H -1.232 0.376 4.520
H -1.340 2.953 -6.515
H 8.491 -2.392 1.457
H 1.383 -5.026 4.569
H 3.142 -0.859 -2.326
H -2.494 2.360 0.379
H -3.670 3.032 -2.949
H 1.809 1.513 2.534
H 1.744 2.671 3.871
H -9.623 0.073 2.261
H 1.809 -3.813 -1.227
H 1.047 2.448 -2.391
H -5.452 -0.003 -0.082
H 0.334 -0.198 3.933
H 4.560 0.303 -1.457
H 1.126 3.135 2.269
H 2.501 -2.342 3.249
H -1.773 0.760 0.534
H -8.958 -0.964 3.543
H -1.623 1.651 -1.003
H -2.900 3.799 -6.602
H 3.254 2.504 -5.501
H -4.366 3.860 -4.363
H 0.269 0.957 5.277
H 7.279 -3.559 0.910
H 4.734 2.348 -4.525
H 1.103 -2.059 2.188
H -6.579 -2.690 1.116
H 0.927 2.565 -4.153
H -4.883 1.330 0.940
H 1.522 3.941 -3.228
*
```

The SMILES is CC(=O)OC(=O)CO[P@](=O)(O)OO.CC(C)=O.CC(C)=O.CC(C)=O.CC(C)=O.CC(C)=O.CC(C)=O. The LUMO energy comes out at 0.016 Ha. The HOMO-LUMO gap comes out at 9.55 eV. The calculation puts the highest occupied orbital energy at -9.108 eV.

=====

Record 5
ORCA calculation (the ωB97M-V functional and the def2-TZVPD basis) on C22H44AsN3PPdSi as an isolated structure.

The geometry in ORCA input format:
```
! RIJCOSX wB97M-V def2-TZVPD def2/J DEFGRID3
* xyz 1 3
Pd 0.276 0.063 -0.330
As 2.183 -1.375 -0.837
P 0.675 1.656 -2.036
Si -2.764 -0.577 -0.962
N -1.794 0.658 -0.177
N 0.048 -0.420 1.983
N -0.177 0.372 4.048
C -3.840 2.836 2.080
C 1.290 3.227 -1.356
C 0.807 -3.570 0.479
C 1.266 0.068 2.479
C 1.879 1.475 -3.426
C -2.214 1.601 0.743
C -1.176 2.271 1.449
C -0.832 0.758 5.286
C -4.273 0.199 -1.752
C -1.413 3.155 2.449
C 2.770 -3.393 -2.757
C -2.782 3.459 2.786
C -0.798 -0.278 2.954
C 2.175 -2.967 0.355
C 4.650 -1.096 0.703
C -1.871 -1.516 -2.298
C -0.728 2.214 -2.990
C -3.537 1.888 1.115
C 1.993 -2.096 -2.659
C -3.332 -1.618 0.468
C 4.081 -0.891 -0.701
C 1.130 0.608 3.697
H -0.826 1.887 5.366
H -1.035 -2.139 -1.813
H 4.167 0.106 -1.058
H 0.066 -2.745 0.553
H -4.577 -0.282 -2.680
H 2.419 -2.481 1.348
H -0.278 0.305 6.221
H -1.682 2.202 -2.444
H -1.374 -0.838 -3.007
H -3.767 -1.024 1.282
H 0.984 -2.243 -2.844
H -4.815 3.247 2.251
H 1.746 1.208 4.312
H -1.806 -0.513 2.855
H 3.860 -3.298 -2.634
H 2.154 -0.005 1.868
H 0.545 -4.132 -0.441
H 1.362 3.830 -2.237
H -5.204 0.238 -1.146
H -2.478 -2.243 0.849
H 2.298 -1.433 -3.441
H 2.958 -3.700 0.099
H -3.036 4.223 3.516
H 2.281 3.018 -0.912
H -2.713 -2.132 -2.713
H 4.524 -2.102 1.120
H -0.636 3.775 2.930
H -4.027 1.236 -2.031
H -0.112 1.987 1.091
H 2.824 0.966 -3.203
H 0.613 3.619 -0.526
H 2.398 -4.142 -2.112
H -4.085 -2.265 0.134
H 2.519 -3.754 -3.805
H 2.172 2.458 -3.796
H -0.867 1.476 -3.849
H 4.536 -1.423 -1.547
H -4.385 1.412 0.605
H 4.205 -0.422 1.436
H 0.790 -4.321 1.340
H 5.710 -0.854 0.694
H -0.656 3.177 -3.472
H -1.839 0.486 5.225
H 1.375 0.925 -4.177
*
```

The LUMO energy (alpha / beta) comes out at -0.059 / -0.164 Ha. The HOMO-LUMO gap (alpha / beta) comes out at 7.43 / 6.80 eV. The calculation puts the highest occupied orbital energy (alpha / beta) at -9.042 / -11.265 eV. The value obtained for the energy above the lowest of the compared OMol25 structures with the same formula, charge and spin is 30.8 kcal per mole.

=====

Record 6
ORCA calculation (the ωB97M-V functional and the def2-TZVPD basis) on C22H44BeN3O5S4 as an isolated structure.

The geometry in ORCA input format:
```
! RIJCOSX wB97M-V def2-TZVPD def2/J DEFGRID3
* xyz 1 1
S 4.372 -2.071 -4.538
S 1.980 -3.963 2.440
S -2.507 -4.454 -2.087
S 1.080 4.962 -1.574
O -2.546 -4.726 -0.581
O 5.618 -2.755 -4.098
O 1.843 4.189 -0.536
O 0.503 -4.230 2.692
O -0.871 -2.280 0.230
N 3.128 2.983 1.581
N -1.575 4.127 3.478
N -4.054 -0.420 0.031
C -0.331 5.546 -0.641
C 3.379 1.708 1.988
C -0.532 3.289 3.262
C 2.171 -2.180 2.562
C -2.772 -2.671 -2.194
C 4.696 -0.262 -4.574
C -6.120 -1.108 0.398
C -0.784 2.428 2.221
C -5.321 -1.397 1.558
C 2.283 -4.179 0.679
C 3.785 1.743 3.299
C -2.102 2.749 1.822
C -4.058 -0.951 1.267
C 0.262 3.663 -2.557
C -2.556 3.818 2.549
C 3.384 -2.103 -3.021
C 3.819 3.103 3.693
C 0.846 -0.657 -0.524
C 3.404 3.842 2.594
C -4.035 -5.100 -2.752
C -5.320 -0.414 -0.487
C -0.535 -0.956 0.043
Be -1.408 -4.287 1.315
H -1.678 4.679 4.311
H -1.936 -2.263 -2.774
H -3.422 4.446 2.688
H -7.166 -1.358 0.338
H -5.581 -1.929 2.457
H -0.608 4.028 -3.102
H -5.605 0.126 -1.374
H -0.025 2.790 -1.971
H 5.246 -0.007 -5.474
H 1.619 -0.981 0.183
H -4.870 -4.943 -2.070
H 3.974 3.451 4.701
H 1.395 -1.675 1.987
H 0.052 5.708 0.368
H 0.390 3.280 3.825
H 3.312 -3.985 0.364
H -3.223 -0.071 -0.414
H 1.034 3.342 -3.257
H -1.012 4.708 -0.479
H 4.000 0.893 3.927
H -0.829 6.457 -0.962
H 2.354 -1.767 -3.183
H 3.263 0.849 1.346
H -1.162 -0.524 -0.769
H -3.226 -0.991 1.953
H 1.732 -3.392 0.155
H 3.764 -1.516 -2.182
H 1.863 -1.949 3.585
H 5.266 -0.008 -3.682
H -2.774 2.263 1.128
H -3.893 -6.182 -2.710
H -0.840 -0.304 0.873
H 2.036 -5.150 0.255
H -3.650 -2.328 -2.739
H 3.158 4.890 2.542
H 1.058 0.389 -0.743
H -4.142 -4.710 -3.760
H -0.192 1.648 1.775
H 3.202 -3.089 -2.591
H 1.094 -1.276 -1.388
H 2.630 3.258 0.740
H -2.629 -2.104 -1.276
H 3.198 -1.856 2.421
H 3.694 0.168 -4.558
*
```

The LUMO energy comes out at -0.224 Ha. The HOMO-LUMO gap comes out at 3.45 eV. The calculation puts the highest occupied orbital energy at -9.553 eV.